ORCA calculation (ωB97M-V/def2-TZVPD) on C43H35ClN9O3Pr as an isolated structure.

```
! RIJCOSX wB97M-V def2-TZVPD def2/J DEFGRID3
* xyz -2 3
Pr -12.21 -4.68 16.89
O -10.61 -0.25 17.33
C -10.81 -1.48 17.11
N -11.43 -2.41 17.84
C -12.05 -2.10 19.11
C -12.32 -0.78 19.51
C -13.08 -0.53 20.66
C -13.41 -1.62 21.46
C -13.16 -2.91 21.02
C -12.49 -3.18 19.87
N -12.35 -4.53 19.45
C -12.09 -5.48 20.26
O -11.73 -5.44 21.48
C -12.35 -6.81 19.72
C -12.58 -7.90 20.55
C -12.88 -9.17 20.00
C -12.77 -9.31 18.62
C -12.44 -8.18 17.85
N -12.29 -6.98 18.39
C -10.27 -1.99 15.81
C -9.42 -1.20 15.03
C -8.85 -1.81 13.94
C -9.14 -3.09 13.62
C -10.14 -3.75 14.29
N -10.61 -3.24 15.47
H -12.00 0.05 18.87
H -13.35 0.44 20.97
H -13.76 -1.45 22.50
H -13.47 -3.63 21.72
H -12.61 -7.76 21.56
H -13.27 -9.88 20.66
H -13.00 -10.31 18.23
H -12.54 -8.29 16.74
H -9.42 -0.17 15.26
H -8.17 -1.29 13.32
H -8.63 -3.49 12.71
H -10.68 -4.66 13.94
C -8.34 -9.52 18.60
C -9.06 -8.22 18.98
C -8.24 -6.97 19.15
C -7.24 -6.84 20.09
C -6.53 -5.70 20.35
C -6.87 -4.55 19.71
C -7.81 -4.60 18.70
C -8.11 -3.40 17.85
C -7.22 -2.16 18.05
C -8.43 -5.83 18.37
N -9.44 -5.76 17.32
C -9.32 -6.74 16.57
C -10.22 -7.14 15.61
C -10.11 -8.22 14.78
C -11.21 -8.16 13.91
C -11.95 -7.06 14.34
N -11.43 -6.45 15.38
H -9.02 -10.32 18.46
H -7.68 -9.91 19.49
H -7.73 -9.47 17.74
H -9.49 -8.39 19.95
H -9.97 -7.90 18.47
H -7.05 -7.71 20.67
H -5.76 -5.79 21.18
H -6.36 -3.70 20.01
H -9.16 -3.10 18.05
H -8.18 -3.75 16.79
H -7.36 -1.65 19.00
H -7.48 -1.43 17.26
H -6.14 -2.42 17.95
H -8.45 -7.39 16.65
H -9.32 -8.93 14.90
H -11.46 -8.84 13.12
H -12.88 -6.63 13.91
Cl -16.94 -9.70 20.48
C -16.39 -8.43 19.37
C -16.03 -8.73 18.07
C -15.54 -7.77 17.20
C -15.36 -6.40 17.63
C -14.84 -5.38 16.76
C -15.83 -6.16 19.01
C -16.31 -7.12 19.82
H -16.17 -9.69 17.59
H -15.26 -8.11 16.18
H -15.13 -4.32 16.91
H -14.86 -5.71 15.70
H -15.88 -5.05 19.27
H -16.44 -6.92 20.91
O -13.48 -2.90 15.58
N -13.27 -3.74 14.70
C -13.28 -3.34 13.46
C -12.88 -4.29 12.40
N -12.49 -4.97 11.55
C -13.76 -2.07 12.94
N -14.20 -1.16 12.40
*
```

The value obtained for the energy is -3355.43169 a.u.